Arrangement a

Computed, not measured: C4H6N2S as an isolated structure, with ωB97M-V/def2-TZVPD.

```
13
C4H6N2S (ωB97M-V/def2-TZVPD)
C -1.667 1.201 1.257
C -0.856 0.981 0.036
C 0.097 -0.157 -1.576
C 1.659 -1.381 0.516
H -2.378 1.965 1.489
H -1.302 0.630 2.179
H -0.905 1.703 -0.757
H -0.361 0.563 -2.157
H 2.270 -1.617 -0.691
H 2.247 -1.747 1.585
N -0.004 -0.029 -0.286
N 0.598 -0.728 0.884
S 0.603 -1.383 -2.479
```

Properties
Kohn-Sham gap = 0.31103 Ha
E_HOMO = -8.412 eV

Atom charges from the natural (NBO) analysis, given in e for atoms 1 to 2: atom 1 (C): -0.47, atom 2 (C): 0.01

***

Arrangement b

Computed, not measured: C4H6N2S as an isolated structure, with ωB97M-V/def2-TZVPD.

```
13
C4H6N2S (ωB97M-V/def2-TZVPD)
C -0.098 0.011 -0.983
C 0.892 0.200 -1.984
C -0.813 -0.004 1.588
C 0.750 -0.094 1.398
H -1.868 -0.501 -0.811
H 0.061 0.359 -3.088
H -1.161 0.757 2.355
H -1.440 -0.827 1.395
H 1.482 0.532 1.972
H 0.947 -1.307 1.216
N -1.181 -0.398 -1.497
N 0.011 0.541 0.374
S 2.419 0.731 -1.934
```

Properties
Kohn-Sham gap = 0.28966 Ha
E_HOMO = -8.853 eV

Atom charges from the natural (NBO) analysis, given in e for atoms 1 to 2: atom 1 (C): 0.30, atom 2 (C): -0.33

***

On energetic grounds, arrangement b is preferred over the next structure by 21.5 kcal/mol.

***

Arrangement a

Computed, not measured: the molecule C19H18FN3O2, with ωB97M-V/def2-TZVPD.

```
43
C19H18FN3O2 (ωB97M-V/def2-TZVPD)
O 4.233 -3.134 2.202
C 2.998 -2.419 2.186
C 2.923 -1.445 3.339
C 1.781 -0.526 2.916
C 1.475 -0.997 1.455
C 0.760 0.050 0.576
N 0.298 1.181 1.073
N -0.285 1.888 0.031
C -0.199 1.155 -1.064
C -0.661 1.394 -2.440
O -1.310 2.525 -2.809
C -2.535 2.690 -2.245
C -2.718 3.826 -1.482
C -3.933 4.189 -0.886
C -5.039 3.347 -1.051
C -4.915 2.234 -1.930
C -3.656 1.853 -2.470
F -3.586 0.747 -3.247
C -0.338 0.488 -3.399
C 0.444 -0.688 -3.101
C 0.783 -0.947 -1.786
N 0.489 0.011 -0.798
C 0.725 -2.322 1.540
C 1.740 -3.294 2.091
C 2.853 -1.523 1.037
H 4.159 -3.937 1.665
H 3.856 -0.889 3.402
H 2.757 -1.980 4.287
H 2.137 0.532 2.916
H 0.906 -0.613 3.565
H -1.846 4.413 -1.259
H -4.024 5.064 -0.245
H -5.986 3.615 -0.608
H -5.777 1.569 -2.037
H -0.568 0.697 -4.407
H 0.653 -1.395 -3.887
H 1.333 -1.850 -1.495
H -0.110 -2.254 2.268
H 0.397 -2.664 0.575
H 1.409 -3.708 3.044
H 1.906 -4.098 1.365
H 3.614 -0.713 1.019
H 2.855 -2.070 0.094
```

Properties
Kohn-Sham gap = 0.32218 Ha
E_HOMO = -8.411 eV
SMILES string = O[C@]12CC[C@](c3nnc4c(Oc5ccccc5F)cccn43)(CC1)C2

Atom charges from the natural (NBO) analysis, given in e for atoms 1 to 2: atom 1 (O): -0.71, atom 2 (C): 0.24

***

Arrangement b

Computed, not measured: the molecule C19H18FN3O2, with ωB97M-V/def2-TZVPD.

```
43
C19H18FN3O2 (ωB97M-V/def2-TZVPD)
C 0.720 6.231 -0.670
O -0.152 5.137 -0.517
C 0.318 4.002 0.058
C 1.623 3.814 0.503
C 1.982 2.611 1.089
C 1.072 1.581 1.226
C -0.234 1.755 0.767
C -1.286 0.700 0.857
O -2.470 0.947 0.914
N -0.780 -0.573 0.845
C -1.529 -1.735 0.779
C -2.888 -1.962 0.801
C -3.018 -3.358 0.670
C -4.274 -4.151 0.632
N -1.831 -3.931 0.574
N -0.926 -2.945 0.642
C 0.482 -3.245 0.602
C 1.211 -2.403 -0.416
C 0.689 -2.258 -1.697
C 1.316 -1.451 -2.627
C 2.476 -0.791 -2.261
F 3.089 0.005 -3.159
C 3.027 -0.927 -1.000
C 2.385 -1.736 -0.080
C -0.603 2.965 0.200
H 0.126 7.018 -1.134
H 1.095 6.584 0.296
H 1.564 5.985 -1.322
H 2.363 4.593 0.408
H 2.993 2.482 1.448
H 1.377 0.671 1.720
H 0.215 -0.684 0.712
H -3.659 -1.228 0.896
H -4.893 -3.839 -0.208
H -4.844 -3.998 1.547
H -4.035 -5.205 0.529
H 0.549 -4.306 0.343
H 0.927 -3.107 1.596
H -0.220 -2.778 -1.960
H 0.919 -1.326 -3.622
H 3.935 -0.403 -0.751
H 2.804 -1.851 0.910
H -1.617 3.108 -0.137
```

Properties
Kohn-Sham gap = 0.32723 Ha
E_HOMO = -8.316 eV
SMILES string = COc1cccc(C(=O)Nc2cc(C)nn2Cc2ccc(F)cc2)c1

Atom charges from the natural (NBO) analysis, given in e for atoms 1 to 2: atom 1 (C): -0.25, atom 2 (O): -0.49

***

On energetic grounds, arrangement b is preferred over the next structure by 38.4 kcal/mol.

***

Arrangement a

Computed, not measured: a 9-piece molecular cluster, C5H29N2O9 overall, with ωB97M-V/def2-TZVPD.

```
45
C5H29N2O9 (ωB97M-V/def2-TZVPD)
C -0.827 0.849 1.997
N -0.915 -0.023 0.732
C -2.153 -0.043 -0.026
C -2.681 -1.558 0.226
C -2.094 -2.277 -0.975
O -1.368 -3.192 -0.890
C 0.506 0.484 2.625
N 0.819 -1.030 2.579
H -1.699 0.512 2.616
H -1.037 1.978 1.837
H -0.191 0.380 0.107
H -2.002 0.039 -1.124
H -3.027 0.514 0.229
H -3.773 -1.539 0.353
H -2.293 -2.119 1.108
H -2.268 -1.798 -1.942
H 1.365 0.996 2.097
H 0.508 0.835 3.549
H 1.677 -1.332 2.254
H -0.031 -1.336 1.988
H 0.849 -1.474 3.447
H 2.755 0.324 0.324
H 3.810 -0.720 -0.103
O 2.953 -0.707 0.343
H 2.447 1.676 -3.373
H 1.850 0.529 -2.786
O 1.956 1.376 -2.531
H -1.215 3.435 -1.422
H -1.374 3.224 -2.790
O -1.482 2.759 -2.050
H 0.677 4.281 1.843
H 0.321 2.880 1.364
O -0.042 3.777 1.386
H 0.299 -3.778 1.176
H -1.075 -3.691 0.731
O -0.462 -3.371 1.498
H 1.848 1.972 -1.000
H 3.013 2.235 0.010
O 2.082 1.811 -0.019
H 1.496 -2.056 -1.164
H 1.694 -3.284 -2.090
O 2.176 -2.529 -1.692
H -1.007 0.008 -4.257
H -1.222 0.901 -2.903
O -0.861 0.081 -3.282
```

Properties
Kohn-Sham gap = 0.36451 Ha
E_HOMO = -12.440 eV
Charge = +1

Atom charges from the natural (NBO) analysis, given in e for atoms 1 to 2: atom 1 (C): -0.27, atom 2 (N): -0.67

***

Arrangement b

Computed, not measured: a 9-piece molecular cluster, C5H29N2O9 overall, with ωB97M-V/def2-TZVPD.

```
45
C5H29N2O9 (ωB97M-V/def2-TZVPD)
C -0.963 -1.173 3.015
O 0.010 -1.733 2.041
C -1.587 0.108 2.423
C -1.771 0.139 0.909
C -0.539 0.457 0.121
C -0.170 1.720 -0.111
N 0.992 2.090 -0.727
N 0.211 -0.675 -0.386
H -1.778 -1.891 2.926
H -0.441 -1.096 3.958
H -0.183 -2.673 1.989
H -1.067 0.973 2.833
H -2.570 0.170 2.904
H -2.105 -0.886 0.704
H -2.631 0.768 0.710
H -0.805 2.498 0.270
H 1.683 1.418 -1.031
H 1.297 3.044 -0.664
H 0.660 -1.260 0.321
H -0.494 -1.297 -0.828
H 0.916 -0.453 -1.096
H 1.810 0.997 2.143
H 1.564 -0.531 2.264
O 2.204 0.116 1.940
H -3.313 3.296 -2.064
H -1.910 3.466 -2.778
O -2.457 2.893 -2.233
H 0.301 2.890 2.919
H 1.556 3.165 2.197
O 1.080 2.426 2.597
H -0.505 -1.777 -2.568
H -1.993 -1.277 -2.252
O -1.354 -2.020 -2.172
H -2.141 1.060 -2.439
H -3.483 0.507 -3.085
O -2.588 0.282 -2.826
H 2.260 -2.879 0.035
H 3.655 -2.786 -0.367
O 2.851 -3.264 -0.619
H 3.748 -0.356 -0.673
H 2.567 0.293 0.301
O 2.843 -0.070 -0.566
H 1.601 -1.989 -4.077
H 1.634 -2.788 -2.818
O 1.405 -1.900 -3.139
```

Properties
Kohn-Sham gap = 0.32820 Ha
E_HOMO = -11.451 eV
Charge = +1

Atom charges from the natural (NBO) analysis, given in e for atoms 1 to 2: atom 1 (C): -0.07, atom 2 (O): -0.81

***

On energetic grounds, arrangement b is preferred over the next structure by 60.2 kcal/mol.

***

Arrangement a

Computed, not measured: a 2-piece molecular cluster, C2H4OS2 overall, with ωB97M-V/def2-TZVPD.

```
9
C2H4OS2 (ωB97M-V/def2-TZVPD)
C -0.243 0.534 0.660
C -0.528 -0.314 -0.621
H 1.836 0.820 -0.250
H -0.240 -0.061 1.501
H -1.051 1.284 0.978
H 0.490 -2.305 -1.055
O 0.675 -1.071 -0.582
S 1.032 1.812 0.688
S -1.970 -0.699 -1.318
```

Properties
Kohn-Sham gap = 0.30622 Ha
E_HOMO = -9.085 eV

Atom charges from the natural (NBO) analysis, given in e for atoms 1 to 2: atom 1 (C): -0.61, atom 2 (C): 0.21

***

Arrangement b

Computed, not measured: a 2-piece molecular cluster, C2H4OS2 overall, with ωB97M-V/def2-TZVPD.

```
9
C2H4OS2 (ωB97M-V/def2-TZVPD)
C -0.390 -0.141 0.936
C 0.332 -0.960 1.608
O 0.016 -0.035 -1.675
S 0.019 1.705 -1.501
S 1.315 -1.068 -1.743
H -0.376 -0.219 -0.173
H -0.937 0.683 1.366
H 1.100 -1.594 1.814
H -1.078 1.629 -0.631
```

Properties
Kohn-Sham gap (spin up / spin down) = 0.32297 / 0.22125 Ha
E_HOMO (spin up / spin down) = -9.328 / -7.947 eV

Atom charges from the natural (NBO) analysis, given in e for atoms 1 to 2: atom 1 (C): -0.53, atom 2 (C): -0.07

***

Arrangement c

Computed, not measured: the molecule C2H4OS2, with ωB97M-V/def2-TZVPD.

```
9
C2H4OS2 (ωB97M-V/def2-TZVPD)
C 0.658 -0.955 -0.246
C -0.706 -0.552 -0.298
S -2.033 -1.462 -0.221
S -1.102 1.380 -0.191
O 0.262 1.986 0.586
H 0.789 -2.073 -0.449
H 0.966 -0.514 0.741
H 1.262 -0.545 -0.967
H -0.095 2.736 1.043
```

Properties
Kohn-Sham gap = 0.30321 Ha
E_HOMO = -8.479 eV
SMILES string = CC(=S)SO

Atom charges from the natural (NBO) analysis, given in e for atoms 1 to 2: atom 1 (C): -0.73, atom 2 (C): -0.20

***

On energetic grounds, arrangement c is preferred over the next structure by 40.1 kcal/mol.